The following is a DFT calculation (ωB97M-V/def2-TZVPD) of one molecule with the formula C5H11NO in a non-equilibrium geometry.

As for the relative energy (zero: lowest compared OMol25 entry of this formula, charge and spin): 17.2 kcal per mole. Its electronic energy is -327.10392 Ha. The SMILES is CCC(=O)N(C)C. The calculation puts the HOMO-LUMO gap at 0.3665 Ha.

Element x y z (Å)
1 C -1.32476 0.25395 1.91060
2 C 0.16402 -0.03318 1.64193
3 C 0.54271 0.41981 0.22980
4 O 1.12861 1.45126 -0.00475
5 N -0.03516 -0.29631 -0.82540
6 C 0.16944 0.26805 -2.13223
7 C -0.36221 -1.69392 -0.69794
8 H -1.96987 -0.40456 1.33426
9 H -1.55337 0.22358 2.97203
10 H -1.47188 1.28523 1.58208
11 H 0.47162 -1.06780 1.77312
12 H 0.71559 0.60877 2.32743
13 H -0.06267 -0.46905 -2.90193
14 H -0.51420 1.09922 -2.31217
15 H 1.16014 0.67526 -2.33869
16 H -1.18450 -1.99199 -1.36068
17 H 0.44308 -2.31561 -1.13158
18 H -0.60829 -1.98891 0.30893

Electronic structure analysis, natural (NBO) charges in units of e: -0.598 -0.497 0.690 -0.611 -0.459 -0.413 -0.408 0.204 0.215 0.217 0.210 0.233 0.195 0.203 0.220 0.200 0.185 0.213